{
  "formula": "CN4S",
  "method": "ωB97M-V with the def2-TZVPD basis set",
  "molar_mass_da": 100.106,
  "gap_ev": [3.9658, 3.9579],
  "e_lumo_ev": [6.27, 6.27],
  "energy_ev": -17827.2903,
  "homo_ev": [2.300, 2.310],
  "total_charge": -2,
  "de_lowest_kcal_mol": 78.9,
  "species": ["S", "N", "N", "N", "N", "C"],
  "coordinates": [[1.67222, 1.89988, -1.23578], [-0.04177, -1.13378, 0.64169], [-1.21722, -0.63892, 0.33988], [1.01865, -0.31080, 0.29019], [-1.42104, 0.46411, -0.17443], [0.86987, 0.66972, -0.46015]],
  "atomic_forces_ev_per_a": [[0.7, 0.8, -0.5], [0.4, -1.6, 1.1], [-1.2, 1.6, -0.4], [0.7, 0.6, -1.2], [2.1, -0.7, -0.4], [-2.7, -0.8, 1.4]],
  "nbo_charge": [-0.58, -0.40, -0.13, -0.42, -0.47, 0.00]
}

{
  "formula": "CNO2S2",
  "method": "ωB97M-V with the def2-TZVPD basis set",
  "molar_mass_da": 122.150,
  "gap_ev": 8.2452,
  "e_lumo_ev": 3.45,
  "energy_ev": -28294.1690,
  "homo_ev": -4.790,
  "total_charge": -1,
  "de_lowest_kcal_mol": 5.5,
  "species": ["S", "S", "O", "O", "N", "C"],
  "coordinates": [[-3.26472, -0.11165, -0.00825], [1.38748, 0.22275, -0.51959], [2.11014, -0.92582, 0.01764], [1.72166, 1.48805, 0.16519], [-0.52573, -0.28617, -0.09534], [-1.69149, -0.20378, -0.08455]],
  "atomic_forces_ev_per_a": [[-2.0, 0.1, 0.0], [1.9, 0.9, -0.4], [-0.5, 0.3, 0.0], [-0.9, -1.2, -0.2], [0.1, -0.2, 0.6], [1.5, 0.1, 0.1]],
  "nbo_charge": [-0.28, 1.68, -0.97, -0.96, -0.65, 0.18]
}

{
  "formula": "CO3Sn",
  "method": "ωB97M-V with the def2-TZVPD basis set",
  "molar_mass_da": 178.719,
  "gap_ev": 4.8443,
  "e_lumo_ev": -3.28,
  "energy_ev": -13006.5702,
  "homo_ev": -8.128,
  "de_lowest_kcal_mol": 81.1,
  "species": ["Sn", "O", "O", "O", "C"],
  "coordinates": [[3.60559, -14.55792, 11.36184], [3.60772, -11.68946, 10.86038], [3.30418, -11.17669, 8.71147], [4.43699, -12.96816, 9.22476], [3.81872, -11.87138, 9.59680]],
  "atomic_forces_ev_per_a": [[1.0, 4.1, -2.5], [-0.1, -1.6, 1.3], [1.0, 0.2, 0.8], [0.1, -2.4, 1.5], [-1.9, -0.3, -1.1]],
  "nbo_charge": [1.21, -0.74, -0.62, -0.75, 0.90]
}

{
  "formula": "COS3",
  "method": "ωB97M-V with the def2-TZVPD basis set",
  "molar_mass_da": 124.211,
  "gap_ev": [7.9838, 6.6729],
  "e_lumo_ev": [-1.03, -1.71],
  "energy_ev": -35585.9732,
  "homo_ev": [-9.018, -8.378],
  "de_lowest_kcal_mol": 56.7,
  "species": ["S", "S", "S", "O", "C"],
  "coordinates": [[-1.05466, -1.27673, 0.09209], [-1.87398, 0.63469, 0.16470], [2.27567, -0.17804, 0.15567], [0.92745, 0.62310, -0.08581], [-0.27449, 0.19698, -0.32665]],
  "atomic_forces_ev_per_a": [[0.5, -1.0, -0.2], [-0.1, 1.2, -0.1], [1.7, -1.5, 0.3], [-3.2, 1.8, -0.7], [1.1, -0.5, 0.7]],
  "nbo_charge": [0.19, 0.19, 0.12, -0.53, 0.03]
}

{
  "formula": "CaH2O",
  "method": "ωB97M-V with the def2-TZVPD basis set",
  "molar_mass_da": 58.093,
  "gap_ev": 10.6550,
  "e_lumo_ev": -11.34,
  "energy_ev": -20500.5890,
  "homo_ev": -21.999,
  "total_charge": 2,
  "de_lowest_kcal_mol": 7.9,
  "species": ["Ca", "O", "H", "H"],
  "coordinates": [[-0.91802, 2.02526, 0.53599], [0.07315, -0.35377, -0.11980], [-0.15662, -1.29887, 0.02934], [1.00149, -0.37262, -0.44552]],
  "atomic_forces_ev_per_a": [[0.4, -1.2, -0.3], [0.3, 0.7, 0.2], [0.0, 0.7, -0.1], [-0.6, -0.1, 0.2]],
  "nbo_charge": [1.98, -1.07, 0.55, 0.53]
}

{
  "formula": "CaHg6O24P6",
  "method": "ωB97M-V with the def2-TZVPD basis set",
  "molar_mass_da": 1813.438,
  "gap_ev": 1.9534,
  "e_lumo_ev": 4.49,
  "energy_ev": -148357.1453,
  "homo_ev": 2.537,
  "total_charge": -4,
  "de_lowest_kcal_mol": 143.9,
  "species": ["Hg", "Hg", "Hg", "Hg", "Hg", "Hg", "Ca", "P", "P", "P", "P", "P", "P", "O", "O", "O", "O", "O", "O", "O", "O", "O", "O", "O", "O", "O", "O", "O", "O", "O", "O", "O", "O", "O", "O", "O", "O"],
  "coordinates": [[0.49851, -2.67385, 2.26870], [-0.92295, 1.24343, -2.67387], [-0.11394, -1.84957, -1.52611], [3.36723, -0.61322, 0.92516], [-1.40754, 3.37205, 0.85936], [1.36977, 2.42336, 2.79769], [2.33134, 2.49496, -1.23306], [-2.95303, 2.75067, -1.57201], [-3.04013, -1.60064, -1.82318], [-0.17505, -4.77022, 0.18025], [0.72436, 0.49872, 0.48872], [0.72203, 5.10494, 0.42251], [3.44331, -2.95166, 2.02632], [0.02826, 1.56905, 1.35021], [0.44729, 0.62519, -1.12453], [-2.55579, 3.34124, -3.01075], [-2.08777, -2.17345, -0.78093], [0.48737, 4.27415, 1.68191], [-1.40327, 2.50171, -1.14745], [-4.19189, 1.93787, -1.90121], [-0.13324, -4.76613, 1.65267], [2.49107, -4.11922, 1.82087], [0.62985, -0.91892, 0.90090], [-3.63304, -2.85422, -2.74827], [2.02057, 4.43664, -0.18070], [-1.78511, -0.76156, -2.32013], [2.20544, 1.13051, 0.54112], [-4.16942, -0.92303, -0.96636], [-1.60613, -5.15370, -0.17281], [0.59358, -3.48422, -0.36790], [4.86145, -3.01623, 2.76784], [3.34400, -2.68920, 0.44538], [0.80116, 6.54684, 1.14454], [-3.07964, 4.03831, -0.70908], [0.79460, -5.88734, -0.16158], [2.55166, -1.90085, 2.61547], [-0.45474, 4.81754, -0.46985]],
  "atomic_forces_ev_per_a": [[0.7, -2.3, -1.0], [-1.7, 0.6, -2.4], [0.4, -1.3, 1.3], [0.3, 0.2, -1.2], [-1.2, 0.7, 0.4], [2.0, 1.0, 2.6], [-1.7, 1.4, 1.8], [-1.0, 4.5, -3.2], [-6.0, -3.2, 0.1], [1.0, -1.3, -2.7], [-1.4, 3.9, -1.4], [0.9, 5.0, 2.6], [3.3, -5.9, 0.2], [-1.7, -2.9, -2.3], [2.6, -1.1, 2.4], [1.0, -1.3, -1.2], [0.7, -3.3, 3.4], [-1.3, -2.7, 2.7], [-1.3, -2.2, 1.0], [1.6, -0.5, 2.0], [-0.4, 2.8, 5.7], [0.3, -2.1, 2.4], [-0.2, -0.5, -0.2], [2.3, 4.4, 1.9], [1.3, -0.8, -1.8], [0.1, 1.9, -3.4], [1.1, -0.7, -0.6], [2.1, -0.6, -2.5], [0.3, 0.7, -1.4], [-1.0, 0.4, -0.7], [-3.5, 0.4, -2.4], [2.7, 3.2, -0.9], [0.8, -2.2, -3.3], [-1.4, -1.0, 2.1], [-0.4, -0.9, -1.5], [-1.8, 4.0, 3.0], [0.6, 1.4, -1.9]],
  "lowdin_charge": [1.27, 1.11, 1.25, 1.14, 1.16, 0.63, 1.40, 0.00, 0.15, -0.11, 0.03, -0.08, -0.12, -0.63, -0.65, -0.45, -0.39, -0.66, -0.69, -0.38, -0.37, -0.44, -0.47, -0.46, -0.63, -0.60, -0.79, -0.33, -0.22, -0.49, -0.49, -0.47, -0.52, -0.45, -0.22, -0.56, -0.46]
}

{
  "formula": "CaO12P3Sr6",
  "method": "ωB97M-V with the def2-TZVPD basis set",
  "molar_mass_da": 850.708,
  "gap_ev": 1.9515,
  "e_lumo_ev": -17.41,
  "energy_ev": -75843.2432,
  "homo_ev": -19.359,
  "total_charge": 5,
  "species": ["Sr", "Sr", "Sr", "Sr", "Sr", "Sr", "Ca", "P", "P", "P", "O", "O", "O", "O", "O", "O", "O", "O", "O", "O", "O", "O"],
  "coordinates": [[17.35626, 19.94598, 9.30239], [19.32239, 16.32197, 9.98444], [16.14986, 20.05295, 14.42882], [15.35379, 15.99564, 10.07208], [13.26273, 19.12277, 11.62945], [19.29673, 16.46998, 13.68551], [14.47072, 16.62814, 14.33096], [16.81724, 17.85782, 11.89328], [11.49111, 16.73382, 13.96336], [15.16202, 21.47083, 11.07684], [16.45231, 18.19503, 10.45729], [14.63752, 22.97297, 11.14583], [10.70721, 17.12031, 15.16823], [14.95665, 20.58953, 9.86479], [17.58524, 19.01485, 12.53253], [11.99775, 15.35356, 14.49586], [14.58216, 20.85177, 12.41692], [12.64382, 17.75258, 13.53280], [10.39057, 16.58666, 12.86562], [17.67533, 16.47764, 11.78186], [15.50048, 17.76734, 12.63094], [16.68025, 21.58928, 11.04828]],
  "atomic_forces_ev_per_a": [[-1.0, 3.8, 0.1], [0.8, -0.7, -0.9], [-0.2, 2.3, -1.8], [-0.1, -0.7, -0.9], [-0.8, 1.7, -0.7], [0.5, 0.1, 0.6], [-1.8, -1.0, 0.5], [3.1, 2.5, 0.4], [-2.1, -2.7, -2.0], [0.8, 7.7, 0.5], [-0.7, -2.2, -1.1], [0.4, -4.0, -0.6], [-0.9, 1.1, 1.2], [-2.2, -3.0, -1.0], [0.5, -1.8, 0.7], [1.7, 2.6, -1.2], [0.4, -2.4, 1.3], [0.7, -1.5, 0.5], [2.1, 0.7, 1.5], [-1.2, 1.0, 0.7], [-2.3, -2.0, 1.4], [2.2, -1.5, 0.7]],
  "lowdin_charge": [1.62, 1.38, 1.63, 1.53, 1.60, 1.47, 1.45, -0.20, 0.02, -0.07, -0.76, -0.19, 0.09, -0.52, -0.48, -0.17, -0.69, -0.71, -0.03, -0.85, -0.66, -0.47]
}

{
  "formula": "Cd2N6O18",
  "method": "ωB97M-V with the def2-TZVPD basis set",
  "molar_mass_da": 596.848,
  "gap_ev": 3.7377,
  "e_lumo_ev": 1.98,
  "energy_ev": -54900.3758,
  "homo_ev": -1.763,
  "total_charge": -2,
  "species": ["Cd", "Cd", "O", "O", "O", "O", "O", "O", "O", "O", "O", "O", "O", "O", "O", "O", "O", "O", "O", "O", "N", "N", "N", "N", "N", "N"],
  "coordinates": [[-6.00994, 17.99241, -15.75285], [-4.27100, 18.80765, -21.24629], [-9.41284, 21.36702, -22.56153], [-3.90985, 14.77197, -20.33719], [-5.76774, 16.10839, -16.63483], [-6.84622, 18.66289, -19.79335], [-9.22414, 20.08508, -20.92923], [-4.42947, 22.61819, -23.25111], [-7.07123, 19.69595, -15.08710], [-4.44626, 20.84657, -21.91311], [-5.03380, 19.45701, -19.32868], [-8.34987, 21.35847, -14.71400], [-9.18252, 19.49360, -15.41110], [-5.05153, 22.65952, -21.22866], [-5.02370, 14.22312, -15.63872], [-4.37011, 16.98665, -20.09440], [-5.35692, 14.38680, -17.74513], [-7.86908, 21.78892, -21.00723], [-6.12822, 18.73998, -17.74539], [-2.26313, 16.02966, -19.82887], [-4.67791, 22.01738, -22.22231], [-8.83842, 21.09862, -21.50219], [-5.42135, 14.92276, -16.60893], [-3.52483, 15.95629, -20.11078], [-6.11551, 19.09479, -18.86085], [-8.20791, 20.17626, -15.07992]],
  "atomic_forces_ev_per_a": [[-1.1, -0.1, -0.4], [-1.2, 0.9, 0.6], [0.2, 1.5, -1.2], [-0.8, 3.6, 0.1], [-0.9, 3.0, 1.4], [-1.8, 0.7, 2.5], [0.0, -1.0, 1.4], [0.3, -1.7, -1.7], [4.0, -1.2, 0.5], [1.5, -5.2, -1.5], [3.6, 3.5, 1.1], [0.7, -1.2, -0.3], [0.9, -0.2, 0.1], [-0.3, 0.5, -0.6], [-1.2, 2.5, 0.2], [1.6, -1.4, -0.6], [-0.7, 0.9, 1.5], [-1.5, -0.6, -1.1], [-1.8, -0.3, 5.9], [-3.2, 2.1, -0.6], [-0.8, 5.4, 3.8], [1.1, 0.1, 0.8], [2.8, -6.0, -2.7], [2.6, -4.1, 0.3], [0.7, -3.8, -9.5], [-4.7, 2.1, 0.1]],
  "nbo_charge": [1.74, 1.75, -0.57, -0.39, -0.68, -0.41, -0.54, -0.47, -0.70, -0.74, -0.65, -0.46, -0.46, -0.44, -0.49, -0.68, -0.42, -0.58, -0.62, -0.49, 0.73, 0.70, 0.71, 0.68, 0.76, 0.73]
}